ORCA calculation (wB97M-V/def2-TZVPD) on C33H26BF4N7S4Tc as an isolated structure.

As for the net charge: +2. Its HOMO energy (spin up / spin down) is -13.006 / -13.009 eV. The gap between HOMO and LUMO (spin up / spin down) comes out at 6.65 / 5.05 eV. The value obtained for the LUMO energy (spin up / spin down) is -6.3511 / -7.9577 eV. As for the energy above the lowest of the compared OMol25 structures with the same formula, charge and spin: 0.000 eV. Its spin multiplicity is 4.

CARTESIAN COORDINATES (ANGSTROEM)
Tc (-0.56, -0.20, -0.57)
C (2.66, 2.37, -3.81)
C (3.09, 2.27, -2.39)
N (4.27, 2.55, -1.94)
N (4.18, 2.35, -0.59)
C (2.98, 1.95, -0.16)
S (2.43, 1.66, 1.38)
N (2.27, 1.87, -1.34)
N (0.92, 1.52, -1.42)
H (3.49, 2.76, -4.38)
H (1.81, 3.04, -3.92)
H (2.38, 1.39, -4.21)
H (4.97, 2.54, 0.00)
H (0.37, 2.35, -1.19)
H (0.74, 1.31, -2.41)
S (-3.88, 4.44, -1.68)
C (-4.82, 5.86, -1.58)
C (-4.90, 6.33, -0.30)
C (-4.17, 5.53, 0.61)
C (-3.56, 4.46, 0.01)
C (-2.73, 3.44, 0.64)
C (-2.21, 2.38, -0.11)
N (-1.44, 1.43, 0.42)
C (-1.16, 1.45, 1.75)
C (-1.64, 2.46, 2.58)
C (-1.29, 2.41, 3.98)
C (-0.52, 1.41, 4.47)
C (-0.02, 0.36, 3.61)
C (0.79, -0.69, 4.05)
C (1.24, -1.66, 3.17)
C (0.83, -1.54, 1.83)
N (0.07, -0.55, 1.39)
C (-0.36, 0.40, 2.26)
C (2.09, -2.76, 3.57)
C (2.57, -3.04, 4.83)
C (3.38, -4.20, 4.87)
C (3.51, -4.79, 3.65)
S (2.65, -3.94, 2.45)
C (-2.43, 3.46, 2.00)
H (-5.27, 6.27, -2.47)
H (-5.45, 7.22, -0.03)
H (-4.12, 5.74, 1.67)
H (-2.40, 2.29, -1.17)
H (-1.65, 3.19, 4.63)
H (-0.26, 1.39, 5.52)
H (1.08, -0.73, 5.10)
H (1.14, -2.27, 1.09)
H (2.35, -2.44, 5.70)
H (3.85, -4.58, 5.77)
H (4.07, -5.67, 3.40)
H (-2.80, 4.25, 2.63)
C (2.45, -1.27, -1.43)
C (1.40, -2.31, -1.68)
C (1.75, -3.51, -2.30)
C (0.80, -4.46, -2.55)
C (-0.52, -4.25, -2.13)
C (-1.55, -5.20, -2.32)
C (-2.82, -4.95, -1.86)
C (-3.11, -3.75, -1.20)
C (-2.12, -2.81, -1.01)
S (-2.46, -1.33, -0.15)
C (-0.82, -3.04, -1.48)
N (0.14, -2.06, -1.30)
H (3.44, -1.73, -1.43)
H (2.31, -0.75, -0.48)
H (2.43, -0.54, -2.24)
H (2.78, -3.66, -2.59)
H (1.06, -5.39, -3.05)
H (-1.32, -6.13, -2.83)
H (-3.61, -5.68, -2.01)
H (-4.11, -3.56, -0.83)
F (-1.50, 0.69, -4.69)
B (-0.94, -0.19, -3.86)
F (-1.47, -1.43, -3.77)
F (0.45, -0.17, -3.81)
F (-1.27, 0.46, -2.36)



ORCA calculation (wB97M-V/def2-TZVPD) on C49H55AsFeN3O4PSi as an isolated structure at a distorted geometry.

Its HOMO energy (spin up / spin down) is -7.556 / -7.543 eV. The gap between HOMO and LUMO (spin up / spin down) comes out at 8.01 / 7.99 eV. The value obtained for the LUMO energy (spin up / spin down) is 0.4570 / 0.4436 eV. Its spin multiplicity is 5.

CARTESIAN COORDINATES (ANGSTROEM)
Fe (0.36, -0.06, 0.38)
C (2.49, 0.67, 3.49)
C (3.25, 0.29, 2.26)
C (4.64, 0.27, 2.23)
C (5.27, -0.13, 1.05)
C (4.52, -0.50, -0.03)
C (3.11, -0.46, 0.05)
N (2.52, -0.06, 1.20)
N (2.25, -0.77, -0.93)
Si (2.71, -1.42, -2.44)
C (3.28, -3.24, -2.25)
C (1.22, -1.34, -3.62)
C (4.15, -0.51, -3.34)
H (2.93, 1.55, 3.96)
H (2.54, -0.13, 4.23)
H (1.45, 0.86, 3.25)
H (5.21, 0.56, 3.10)
H (6.35, -0.14, 0.99)
H (4.98, -0.82, -0.95)
H (2.45, -3.89, -2.00)
H (4.01, -3.34, -1.45)
H (3.74, -3.62, -3.16)
H (0.54, -2.16, -3.46)
H (1.55, -1.40, -4.66)
H (0.68, -0.40, -3.52)
H (5.11, -0.97, -3.12)
H (4.21, 0.53, -3.05)
H (4.03, -0.54, -4.42)
O (-3.98, 0.76, 4.54)
C (-4.08, -0.06, 3.49)
C (-5.18, -0.92, 3.40)
C (-5.33, -1.75, 2.32)
C (-4.37, -1.79, 1.32)
C (-3.25, -0.99, 1.42)
C (-3.10, -0.10, 2.48)
C (-1.92, 0.83, 2.56)
O (-1.87, 1.68, 3.46)
O (-1.01, 0.68, 1.69)
H (-3.17, 1.31, 4.38)
H (-5.91, -0.90, 4.20)
H (-6.21, -2.37, 2.24)
H (-4.49, -2.45, 0.47)
H (-2.48, -1.03, 0.66)
N (-1.44, -0.71, -1.51)
C (-2.60, -1.01, -2.22)
C (-3.79, -0.31, -2.00)
C (-4.93, -0.63, -2.71)
C (-4.91, -1.63, -3.67)
C (-3.74, -2.33, -3.89)
C (-2.60, -2.04, -3.17)
H (-1.41, 0.27, -1.23)
H (-0.59, -1.02, -1.97)
H (-3.81, 0.48, -1.26)
H (-5.85, -0.10, -2.51)
H (-5.80, -1.85, -4.24)
H (-3.71, -3.11, -4.64)
H (-1.70, -2.61, -3.33)
C (-1.36, -3.49, 2.26)
As (0.26, -2.46, 1.79)
C (0.96, -2.53, 3.64)
C (1.34, -3.94, 0.97)
C (1.70, -5.06, 1.88)
C (2.88, -5.04, 2.61)
C (3.21, -6.08, 3.46)
C (2.36, -7.16, 3.61)
C (1.17, -7.19, 2.89)
C (0.85, -6.15, 2.03)
H (-1.09, -4.42, 2.75)
H (-1.98, -3.70, 1.39)
H (-1.94, -2.88, 2.95)
H (0.83, -3.53, 4.06)
H (0.39, -1.83, 4.25)
H (2.01, -2.26, 3.69)
H (2.24, -3.46, 0.58)
H (0.74, -4.30, 0.12)
H (3.56, -4.20, 2.49)
H (4.15, -6.05, 4.01)
H (2.62, -7.97, 4.26)
H (0.50, -8.03, 2.99)
H (-0.07, -6.20, 1.46)
O (-0.14, 1.92, -0.91)
P (-0.33, 3.40, -1.00)
C (-2.05, 3.81, -1.44)
C (-2.66, 2.88, -2.29)
C (-3.94, 3.09, -2.76)
C (-4.62, 4.25, -2.42)
C (-4.02, 5.17, -1.58)
C (-2.75, 4.95, -1.07)
C (0.66, 4.04, -2.39)
C (1.43, 3.11, -3.07)
C (2.18, 3.50, -4.16)
C (2.17, 4.82, -4.57)
C (1.40, 5.75, -3.89)
C (0.64, 5.36, -2.80)
C (0.30, 4.23, 0.50)
C (0.04, 5.54, 0.87)
C (0.64, 6.07, 2.01)
C (1.51, 5.30, 2.76)
C (1.78, 3.99, 2.38)
C (1.18, 3.46, 1.25)
H (-2.11, 2.00, -2.58)
H (-4.40, 2.34, -3.39)
H (-5.61, 4.43, -2.81)
H (-4.55, 6.07, -1.31)
H (-2.33, 5.66, -0.39)
H (1.44, 2.08, -2.73)
H (2.77, 2.77, -4.70)
H (2.75, 5.14, -5.42)
H (1.38, 6.78, -4.21)
H (0.03, 6.08, -2.27)
H (-0.62, 6.18, 0.31)
H (0.41, 7.07, 2.31)
H (1.97, 5.71, 3.64)
H (2.46, 3.39, 2.95)
H (1.38, 2.43, 0.95)



ORCA calculation (wB97M-V/def2-TZVPD) on C44H33F9GeNOPRuSSe2 as an isolated structure.

As for the net charge: +1. Its HOMO energy (spin up / spin down) is -10.792 / -10.968 eV. The gap between HOMO and LUMO (spin up / spin down) comes out at 7.67 / 6.20 eV. The value obtained for the LUMO energy (spin up / spin down) is -3.1256 / -4.7652 eV. As for the energy above the lowest of the compared OMol25 structures with the same formula, charge and spin: 0.796 eV. Its spin multiplicity is 6.

CARTESIAN COORDINATES (ANGSTROEM)
Ru (-0.21, -0.31, -0.70)
C (0.09, 1.74, 2.19)
C (0.25, 2.47, 0.90)
C (0.76, 3.79, 0.91)
C (0.86, 4.49, -0.25)
C (0.39, 3.91, -1.45)
C (0.41, 4.61, -2.69)
C (-0.10, 4.02, -3.81)
C (-0.66, 2.73, -3.75)
C (-0.67, 2.02, -2.57)
S (-1.43, 0.44, -2.52)
C (-0.12, 2.61, -1.40)
N (-0.12, 1.89, -0.23)
H (-0.84, 2.08, 2.67)
H (0.91, 1.94, 2.87)
H (0.03, 0.67, 2.06)
H (1.09, 4.21, 1.85)
H (1.28, 5.49, -0.26)
H (0.83, 5.60, -2.72)
H (-0.09, 4.55, -4.76)
H (-1.09, 2.29, -4.64)
Se (2.83, -0.13, 1.74)
P (1.58, -1.88, 2.10)
Se (0.35, -2.46, 0.38)
C (2.52, -3.35, 2.49)
C (3.91, -3.34, 2.52)
C (4.60, -4.51, 2.84)
C (3.89, -5.67, 3.12)
C (2.50, -5.68, 3.09)
C (1.81, -4.52, 2.78)
C (0.52, -1.50, 3.50)
C (-0.85, -1.32, 3.35)
C (-1.63, -0.96, 4.44)
C (-1.03, -0.80, 5.69)
C (0.33, -1.01, 5.84)
C (1.11, -1.36, 4.75)
H (4.46, -2.44, 2.27)
H (5.68, -4.51, 2.86)
H (4.43, -6.58, 3.37)
H (1.96, -6.59, 3.31)
H (0.73, -4.53, 2.75)
H (-1.32, -1.47, 2.39)
H (-2.69, -0.82, 4.32)
H (-1.64, -0.53, 6.54)
H (0.79, -0.89, 6.82)
H (2.18, -1.52, 4.88)
F (2.95, -2.21, -2.36)
C (3.78, -1.37, -1.72)
F (4.06, -1.93, -0.54)
F (4.91, -1.30, -2.42)
C (3.07, 0.02, -1.53)
O (2.12, -0.06, -0.57)
C (4.14, 1.11, -1.17)
F (3.55, 2.19, -0.66)
F (5.00, 0.66, -0.23)
F (4.87, 1.49, -2.21)
C (2.42, 0.43, -2.90)
F (3.19, 0.16, -3.95)
F (2.13, 1.74, -2.92)
F (1.26, -0.22, -3.06)
C (-3.46, -2.95, -5.15)
C (-2.16, -3.07, -4.68)
C (-1.85, -2.72, -3.37)
C (-2.84, -2.24, -2.51)
C (-4.15, -2.11, -3.00)
C (-4.45, -2.46, -4.31)
Ge (-2.42, -1.86, -0.66)
C (-3.58, -0.63, 0.27)
C (-4.95, -0.92, 0.33)
C (-5.83, -0.08, 1.01)
C (-5.35, 1.05, 1.66)
C (-3.99, 1.34, 1.63)
C (-3.12, 0.50, 0.94)
C (-2.51, -3.56, 0.27)
C (-2.05, -4.74, -0.32)
C (-2.14, -5.94, 0.37)
C (-2.70, -5.98, 1.64)
C (-3.18, -4.82, 2.23)
C (-3.08, -3.61, 1.54)
H (-3.70, -3.22, -6.17)
H (-1.38, -3.45, -5.33)
H (-0.82, -2.81, -3.04)
H (-4.94, -1.72, -2.37)
H (-5.47, -2.35, -4.67)
H (-5.34, -1.81, -0.14)
H (-6.88, -0.32, 1.04)
H (-6.04, 1.70, 2.19)
H (-3.61, 2.22, 2.14)
H (-2.08, 0.77, 0.94)
H (-1.63, -4.73, -1.31)
H (-1.79, -6.85, -0.10)
H (-2.78, -6.93, 2.17)
H (-3.63, -4.84, 3.21)
H (-3.45, -2.70, 2.02)



ORCA calculation (wB97M-V/def2-TZVPD) on C40H73F9I2N2O16P4S2 as an isolated structure at a distorted geometry.

Its HOMO energy is -8.462 eV. The gap between HOMO and LUMO comes out at 7.53 eV. The value obtained for the LUMO energy is -0.9338 eV.

CARTESIAN COORDINATES (ANGSTROEM)
C (2.19, 2.67, 1.83)
C (2.62, 2.71, 0.34)
C (1.45, 2.49, -0.70)
C (0.10, 2.18, -0.08)
C (-0.40, 0.80, 0.06)
C (0.47, -0.37, -0.37)
F (0.29, -1.47, 0.40)
F (1.81, -0.11, -0.24)
C (0.25, -0.73, -1.88)
F (-0.96, -1.28, -2.07)
F (0.23, 0.44, -2.58)
C (1.34, -1.67, -2.51)
F (1.92, -2.47, -1.61)
F (0.68, -2.50, -3.37)
C (2.38, -0.93, -3.40)
F (1.87, -0.58, -4.57)
F (2.95, 0.11, -2.80)
F (3.38, -1.82, -3.68)
C (-1.65, 0.60, 0.57)
C (-2.30, -0.79, 0.72)
I (-2.07, -1.47, 2.76)
C (-3.78, -0.86, 0.24)
C (-4.16, -2.37, 0.13)
I (-4.05, 0.08, -1.66)
C (-2.42, 1.75, 1.01)
N (-3.63, 1.79, 1.58)
S (-4.02, 3.32, 1.88)
N (-2.70, 4.10, 1.32)
C (-1.94, 3.11, 0.90)
C (-0.63, 3.25, 0.33)
S (-0.04, 4.95, 0.21)
H (1.64, 1.76, 2.10)
H (3.09, 2.69, 2.47)
H (1.61, 3.56, 2.12)
H (3.04, 3.72, 0.17)
H (3.40, 1.96, 0.17)
H (1.78, 1.72, -1.39)
H (1.39, 3.40, -1.31)
H (-1.81, -1.55, 0.11)
H (-4.44, -0.47, 1.02)
H (-3.34, -2.97, -0.28)
H (-5.08, -2.52, -0.44)
H (-4.37, -2.71, 1.16)
H (1.29, 4.85, 0.42)
O (6.48, 1.83, 2.67)
P (7.83, 2.45, 2.66)
O (7.50, 4.05, 2.59)
C (7.03, 4.71, 3.77)
C (8.10, 4.83, 4.83)
O (8.25, 2.19, 1.09)
C (7.54, 1.22, 0.31)
C (6.40, 1.87, -0.45)
O (9.43, 2.72, 3.00)
C (10.16, 1.63, 3.62)
C (10.23, 0.40, 2.74)
H (6.16, 4.17, 4.16)
H (6.70, 5.70, 3.46)
H (8.39, 3.85, 5.23)
H (7.75, 5.44, 5.67)
H (9.00, 5.29, 4.42)
H (7.20, 0.40, 0.92)
H (8.26, 0.81, -0.41)
H (5.82, 2.55, 0.18)
H (5.72, 1.11, -0.85)
H (6.77, 2.47, -1.28)
H (9.70, 1.39, 4.58)
H (11.17, 2.00, 3.82)
H (9.24, -0.05, 2.60)
H (10.88, -0.35, 3.18)
H (10.61, 0.65, 1.74)
O (-8.63, 5.83, 1.24)
P (-9.60, 4.70, 1.36)
O (-8.69, 3.57, 2.14)
C (-8.48, 3.73, 3.54)
C (-9.75, 3.46, 4.33)
O (-9.45, 4.11, -0.17)
C (-8.90, 4.93, -1.20)
C (-7.41, 4.74, -1.29)
O (-10.96, 3.74, 1.51)
C (-12.24, 4.40, 1.36)
C (-12.43, 5.01, -0.01)
H (-8.10, 4.73, 3.74)
H (-7.71, 3.01, 3.83)
H (-10.51, 4.22, 4.12)
H (-9.55, 3.47, 5.40)
H (-10.18, 2.50, 4.06)
H (-9.17, 5.98, -1.05)
H (-9.37, 4.63, -2.14)
H (-6.93, 4.75, -0.31)
H (-6.96, 5.54, -1.89)
H (-7.16, 3.78, -1.75)
H (-12.34, 5.16, 2.14)
H (-13.00, 3.64, 1.55)
H (-11.74, 5.84, -0.18)
H (-13.45, 5.39, -0.12)
H (-12.25, 4.27, -0.79)
O (8.80, 1.13, -6.64)
P (8.16, -0.14, -6.20)
O (7.57, 0.23, -4.73)
C (6.40, 1.04, -4.64)
C (5.15, 0.31, -5.11)
O (9.50, -0.99, -5.76)
C (10.79, -0.58, -6.19)
C (11.45, 0.33, -5.17)
O (7.31, -1.57, -6.27)
C (7.10, -2.14, -7.58)
C (8.40, -2.51, -8.27)
H (6.55, 1.96, -5.21)
H (6.28, 1.32, -3.59)
H (5.20, 0.11, -6.18)
H (4.26, 0.91, -4.92)
H (5.05, -0.65, -4.60)
H (10.75, -0.12, -7.17)
H (11.40, -1.49, -6.30)
H (10.76, 1.10, -4.81)
H (12.32, 0.83, -5.60)
H (11.77, -0.24, -4.30)
H (6.52, -1.44, -8.19)
H (6.49, -3.03, -7.43)
H (8.98, -1.62, -8.52)
H (8.19, -3.05, -9.20)
H (9.02, -3.14, -7.63)
O (-5.62, -5.75, 2.56)
P (-6.20, -7.07, 2.96)
O (-6.77, -6.78, 4.46)
C (-7.96, -6.01, 4.61)
C (-9.20, -6.76, 4.14)
O (-4.83, -7.89, 3.33)
C (-3.55, -7.41, 2.89)
C (-2.91, -6.52, 3.93)
O (-7.00, -8.52, 2.85)
C (-7.22, -9.04, 1.52)
C (-5.93, -9.34, 0.78)
H (-7.86, -5.06, 4.07)
H (-8.06, -5.78, 5.67)
H (-9.17, -6.92, 3.06)
H (-10.10, -6.20, 4.37)
H (-9.26, -7.74, 4.61)
H (-3.64, -6.91, 1.93)
H (-2.92, -8.29, 2.73)
H (-3.61, -5.80, 4.35)
H (-2.07, -5.97, 3.50)
H (-2.54, -7.11, 4.77)
H (-7.84, -8.34, 0.95)
H (-7.80, -9.96, 1.64)
H (-5.38, -8.42, 0.56)
H (-6.14, -9.84, -0.17)
H (-5.28, -9.97, 1.38)



ORCA calculation (wB97M-V/def2-TZVPD) on one molecule with the formula C23H26N4O3S2 at a distorted geometry.

Its HOMO energy is -7.963 eV. The gap between HOMO and LUMO comes out at 8.21 eV. The value obtained for the LUMO energy is 0.2514 eV. As for the energy above the lowest of the compared OMol25 structures with the same formula, charge and spin: 0.000 eV. The SMILES is CCN(CC)CCn1c(SCC(=O)NCc2ccco2)nc2c(sc3ccccc32)c1=O.

CARTESIAN COORDINATES (ANGSTROEM)
C (3.90, -2.53, 0.08)
H (4.79, -1.92, 0.22)
H (3.77, -2.72, -0.98)
H (4.06, -3.49, 0.58)
C (2.66, -1.85, 0.67)
N (2.36, -0.53, 0.16)
C (3.26, 0.50, 0.63)
H (4.24, 0.10, 0.92)
C (2.69, 1.24, 1.86)
N (1.39, 1.80, 1.54)
C (0.25, 1.11, 1.79)
N (-0.93, 1.45, 1.38)
C (-1.03, 2.59, 0.66)
C (0.07, 3.39, 0.40)
C (1.38, 3.01, 0.82)
O (2.43, 3.60, 0.61)
S (-0.33, 4.81, -0.52)
C (-2.00, 4.31, -0.58)
C (-3.04, 4.99, -1.21)
C (-4.31, 4.44, -1.16)
C (-4.54, 3.23, -0.51)
C (-3.52, 2.55, 0.12)
C (-2.24, 3.10, 0.09)
H (-3.68, 1.61, 0.62)
H (-5.54, 2.82, -0.50)
H (-5.13, 4.95, -1.64)
H (-2.86, 5.92, -1.72)
S (0.33, -0.35, 2.76)
C (-1.43, -0.77, 2.75)
H (-1.99, 0.01, 3.25)
C (-2.04, -1.00, 1.36)
O (-3.23, -0.85, 1.18)
N (-1.18, -1.43, 0.43)
H (-0.19, -1.46, 0.63)
C (-1.60, -1.80, -0.91)
C (-1.18, -3.20, -1.22)
C (-1.85, -4.38, -1.17)
C (-0.91, -5.38, -1.52)
C (0.26, -4.74, -1.74)
O (0.11, -3.41, -1.56)
H (1.23, -5.08, -2.03)
H (-1.09, -6.44, -1.59)
H (-2.88, -4.52, -0.93)
H (-2.69, -1.72, -0.93)
H (-1.17, -1.11, -1.64)
H (-1.51, -1.70, 3.32)
H (3.35, 2.07, 2.12)
H (2.58, 0.57, 2.71)
H (3.43, 1.24, -0.15)
C (2.11, -0.50, -1.27)
C (1.22, 0.68, -1.67)
H (0.96, 0.60, -2.72)
H (1.73, 1.63, -1.52)
H (0.31, 0.69, -1.08)
H (3.05, -0.45, -1.85)
H (1.60, -1.43, -1.54)
H (1.80, -2.49, 0.48)
H (2.78, -1.77, 1.76)